DFT (ωB97M-V/def2-TZVPD) results for a cluster of 5 separate species, C31H71I3O20P4S in total.

## Properties
Net charge: 0
DFT total energy in eV: -146534.102
Energy relative to the best compared isomer or geometry (same formula, charge and spin) in kJ/mol: 0.0
Maximum force in eV/Å: 9.00
Structure (SMILES): COCCCCCCCCCCC[C@H]1[C@](I)(C[C@@H](C)I)C[C@H](I)OS1(=O)=O.COP(=O)(OC)OC.COP(=O)(OC)OC.COP(=O)(OC)OC.COP(=O)(OC)OC
E_HOMO in eV: -8.85

Positions of all 130 atoms, in Å:
1 I -3.430 -0.560 4.556
2 I -2.343 -1.628 -2.722
3 I -0.409 -2.771 0.333
4 S -0.177 -1.403 3.452
5 P -2.395 -8.009 0.648
6 P -9.094 0.007 -1.293
7 P -4.225 4.322 -1.569
8 P 4.089 2.593 -3.312
9 O -3.406 3.128 -1.988
10 O -8.279 -1.093 -1.894
11 O -5.754 4.227 -2.095
12 O -3.692 5.208 -2.911
13 O -4.660 3.608 -0.104
14 O -1.937 -7.135 -0.715
15 O 3.944 2.971 -1.859
16 O -1.583 -9.238 0.390
17 O -8.079 0.487 -0.060
18 O -0.087 -0.771 4.740
19 O -3.934 -8.142 0.162
20 O -10.162 -0.512 -0.192
21 O 5.569 1.839 -3.078
22 O 10.807 -1.356 2.798
23 O -10.258 0.124 -2.507
24 O 1.104 -1.951 3.133
25 O -1.340 -2.544 3.553
26 O 4.802 3.757 -4.184
27 O -2.883 -8.302 2.217
28 O 2.524 3.154 -3.658
29 C 0.043 0.085 -1.675
30 C 5.475 0.529 -2.492
31 C -1.474 -0.052 -1.487
32 C 8.145 1.682 1.947
33 C 3.708 1.870 3.097
34 C -1.504 -1.049 1.026
35 C -3.959 6.623 -2.901
36 C -5.992 3.684 -3.392
37 C -6.949 1.280 -0.465
38 C -1.881 -8.087 3.224
39 C 10.833 -0.799 1.487
40 C 1.250 1.278 2.842
41 C -2.011 -0.026 -0.044
42 C 6.850 2.266 1.289
43 C 1.969 2.774 -4.930
44 C 5.664 1.324 1.593
45 C 9.375 -0.441 1.079
46 C -10.836 -1.744 -0.427
47 C -2.803 -1.618 1.725
48 C 9.142 1.100 0.884
49 C -2.626 -2.088 3.195
50 C -11.109 1.282 -2.468
51 C 0.501 0.525 1.680
52 C 4.490 5.114 -3.891
53 C 11.961 -2.139 3.064
54 C -2.285 -5.737 -0.724
55 C -4.206 -8.836 -1.050
56 C -3.644 3.629 0.909
57 C 2.674 0.698 3.116
58 C 5.190 1.395 3.086
59 C -0.752 -0.239 2.169
60 H 8.721 1.222 -0.122
61 H 8.717 -0.833 1.866
62 H -10.901 -2.277 0.520
63 H -11.859 1.178 -3.250
64 H -11.847 -1.542 -0.786
65 H 11.484 0.089 1.437
66 H 1.810 1.695 -4.968
67 H -1.891 0.847 -1.965
68 H -1.740 -5.205 0.058
69 H 0.520 0.817 -1.014
70 H -2.825 2.966 0.631
71 H -4.393 -8.115 -1.848
72 H 2.958 -0.010 2.325
73 H 5.137 0.616 -1.459
74 H 6.665 3.261 1.719
75 H -6.242 0.669 -1.029
76 H 0.594 -0.860 -1.639
77 H 1.423 2.312 2.504
78 H -6.881 3.057 -3.336
79 H -5.105 -9.433 -0.901
80 H 6.464 0.074 -2.508
81 H -1.434 -7.097 3.127
82 H 0.635 1.362 3.745
83 H 3.782 5.492 -4.630
84 H -2.362 -8.160 4.197
85 H 12.676 -2.125 2.225
86 H -6.458 1.657 0.429
87 H -4.088 3.277 1.839
88 H -1.474 0.498 2.542
89 H -5.027 6.817 -2.768
90 H -1.842 0.991 0.348
91 H 2.628 3.077 -5.749
92 H -3.298 -2.936 3.351
93 H -3.605 -0.871 1.736
94 H -7.271 2.128 -1.068
95 H 3.452 2.523 3.950
96 H -1.106 -8.851 3.151
97 H 2.767 0.235 4.106
98 H -2.010 -5.321 -1.691
99 H 4.858 1.579 0.887
100 H 7.909 0.919 2.696
101 H 11.689 -3.193 3.236
102 H 0.192 0.468 -2.699
103 H -3.106 -0.107 -0.122
104 H 5.411 5.692 -3.960
105 H 6.981 2.344 0.202
106 H -3.387 -9.494 -1.339
107 H 4.070 5.232 -2.892
108 H -3.362 -5.606 -0.575
109 H -5.155 3.081 -3.743
110 H 10.098 1.631 0.970
111 H 3.510 2.473 2.196
112 H 4.790 -0.105 -3.056
113 H 5.904 0.262 1.406
114 H -3.264 4.639 1.063
115 H 0.149 1.324 1.012
116 H -3.642 7.035 -3.856
117 H -10.311 -2.367 -1.150
118 H 1.206 -0.096 1.116
119 H -10.528 2.187 -2.654
120 H 8.663 2.517 2.441
121 H -3.396 7.109 -2.103
122 H 12.510 -1.765 3.940
123 H -3.115 -2.493 1.136
124 H 9.143 -0.956 0.138
125 H 11.193 -1.565 0.778
126 H -11.614 1.361 -1.501
127 H -6.178 4.495 -4.097
128 H 5.770 2.180 3.594
129 H 5.278 0.429 3.596
130 H 1.010 3.274 -5.046

Here are the Löwdin charges for atoms 1 to 8, given in e: 0.889, 0.762, 1.138, 0.569, 0.581, 0.581, 0.652, 0.635

=====

DFT (ωB97M-V/def2-TZVPD) results for a cluster of 5 separate species, C31H72N2O18P4 in total.

## Properties
Net charge: 0
DFT total energy in eV: -110310.320
Maximum force in eV/Å: 6.68
Structure (SMILES): NC(=O)CC[C@@H]1CCNC1=O.CCOP(=O)(OCC)OCC.CCOP(=O)(OCC)OCC.CCOP(=O)(OCC)OCC.CCOP(=O)(OCC)OCC
E_HOMO in eV: -9.48

Positions of all 127 atoms, in Å:
1 P 7.150 -1.425 6.754
2 P -0.092 3.129 -5.039
3 P -3.777 -2.306 4.434
4 P -6.794 1.037 -6.587
5 O -7.744 2.361 -6.494
6 O 5.976 -2.535 6.981
7 O -2.601 -2.269 5.564
8 O 8.238 -2.626 6.475
9 O 7.446 -0.797 -0.039
10 O -7.622 0.023 -5.616
11 O -0.309 2.243 -3.694
12 O 1.628 -2.396 -1.371
13 O -7.039 0.564 -7.970
14 O -2.977 -1.670 3.168
15 O -4.363 -0.874 4.991
16 O 0.140 4.590 -4.354
17 O -1.438 3.274 -5.648
18 O 6.646 -0.264 7.524
19 O -3.904 -3.754 4.151
20 O 1.532 2.900 -5.135
21 O 6.904 -1.065 5.186
22 O -5.827 1.636 -5.406
23 N 0.660 -0.915 0.165
24 N 5.736 0.554 -0.703
25 C 7.664 -0.013 4.590
26 C -3.622 -1.625 1.893
27 C 8.817 -3.054 8.826
28 C 1.223 0.387 0.568
29 C -2.135 -3.464 6.191
30 C -8.357 2.916 -7.656
31 C -5.888 -1.461 -4.729
32 C -7.187 -1.331 -5.508
33 C 0.461 0.010 -4.346
34 C 2.127 2.811 -6.448
35 C 6.242 -0.625 -0.053
36 C -4.464 1.973 -5.758
37 C -9.739 2.333 -7.884
38 C 4.030 -1.963 -0.104
39 C -5.772 -1.805 6.778
40 C -4.396 3.003 -6.866
41 C 3.735 -1.655 7.324
42 C -0.731 5.687 -4.630
43 C 3.080 -0.784 -0.243
44 C 9.118 -0.406 4.393
45 C -0.957 -4.058 5.443
46 C -4.738 -0.595 1.851
47 C -0.679 0.868 -3.828
48 C 1.869 4.051 -7.281
49 C 4.940 -2.336 7.942
50 C 2.651 -0.020 1.008
51 C -5.677 -0.869 5.589
52 C 9.317 -2.792 7.419
53 C -1.871 5.753 -3.633
54 C 1.700 -1.486 -0.590
55 C 5.355 -1.669 0.620
56 H -2.341 4.780 -3.492
57 H -7.721 2.780 -8.530
58 H 9.651 -3.257 9.497
59 H 3.110 0.945 1.222
60 H -5.878 0.156 5.899
61 H 1.746 1.922 -6.959
62 H 3.034 -1.334 8.096
63 H 8.269 -2.191 9.221
64 H -5.100 -0.461 0.831
65 H -4.976 3.888 -6.605
66 H -7.980 -1.870 -4.990
67 H 9.915 -3.632 7.068
68 H -5.667 -2.509 -4.520
69 H 2.397 3.989 -8.232
70 H 5.972 1.394 -0.201
71 H -5.048 -1.050 -5.297
72 H 6.030 0.589 -1.665
73 H -10.118 2.613 -8.868
74 H 7.207 0.187 3.622
75 H -3.364 3.293 -7.049
76 H 4.023 -0.788 6.730
77 H 5.939 -2.584 0.597
78 H -4.394 0.364 2.236
79 H -1.827 -3.191 7.202
80 H 9.637 -0.482 5.354
81 H -4.995 -1.579 7.508
82 H 1.173 0.941 -0.367
83 H 3.334 -0.044 -0.992
84 H -0.971 0.527 -2.835
85 H -3.929 1.064 -6.049
86 H 3.196 2.671 -6.300
87 H 7.586 0.894 5.197
88 H -6.747 -1.718 7.256
89 H 2.533 -0.614 1.912
90 H -7.085 -1.768 -6.506
91 H -6.421 -1.136 4.833
92 H 9.956 -1.904 7.400
93 H 2.195 4.946 -6.750
94 H 1.373 0.190 -3.779
95 H -9.735 1.247 -7.806
96 H -2.630 6.466 -3.961
97 H 3.216 -2.341 6.652
98 H -5.639 -2.849 6.474
99 H -4.810 2.608 -7.802
100 H -10.435 2.703 -7.129
101 H 0.207 -1.048 -4.281
102 H 0.678 0.244 -5.394
103 H 9.193 -1.376 3.905
104 H 8.135 -3.904 8.839
105 H 0.396 -1.496 0.950
106 H -0.734 -5.061 5.810
107 H -1.103 5.636 -5.653
108 H 4.655 -3.324 8.308
109 H 0.802 4.171 -7.497
110 H 5.313 -1.777 8.800
111 H -1.502 6.070 -2.656
112 H 9.641 0.338 3.791
113 H -0.129 6.594 -4.559
114 H -5.585 -0.910 2.467
115 H -3.988 2.360 -4.859
116 H -0.071 -3.436 5.579
117 H -1.146 -4.111 4.372
118 H 0.617 0.871 1.324
119 H 5.215 -1.427 1.673
120 H 4.251 -2.415 -1.067
121 H 3.531 -2.740 0.473
122 H -4.000 -2.617 1.631
123 H -5.944 -0.914 -3.789
124 H -1.555 0.782 -4.479
125 H -8.438 3.991 -7.488
126 H -2.944 -4.186 6.293
127 H -2.854 -1.361 1.167

Here are the Löwdin charges for atoms 1 to 8, given in e: 0.527, 0.539, 0.527, 0.527, -0.206, -0.207, -0.207, -0.191

=====

DFT (ωB97M-V/def2-TZVPD) results for a cluster of 7 separate species, C31H73N3O9 in total.

## Properties
Multiplicity: 2
Net charge: +1
DFT total energy in eV: -56213.419
Maximum force in eV/Å: 3.67
E_HOMO (alpha / beta) in eV: -9.88 / -9.88

Positions of all 116 atoms, in Å:
1 O -3.314 0.466 2.474
2 O -0.300 -2.041 -2.404
3 O 4.269 -0.404 1.573
4 O -1.612 3.581 -1.633
5 O -3.658 -2.654 4.045
6 O -1.254 -0.784 -0.209
7 O -2.313 -3.020 0.637
8 O -4.493 0.277 -0.944
9 O -1.155 1.012 -2.638
10 N -0.770 4.221 -0.713
11 N -2.212 -4.415 0.718
12 N 4.638 0.121 0.303
13 C -0.188 4.398 1.662
14 C 2.255 0.090 -0.573
15 C -1.056 2.231 0.739
16 C -0.942 -4.983 0.964
17 C 3.582 0.968 -0.388
18 C 5.432 2.043 -1.824
19 C 3.301 2.215 0.480
20 C -0.975 -6.524 1.280
21 C 0.071 5.871 1.514
22 C -2.607 4.143 1.038
23 C -1.160 3.763 0.657
24 C 6.522 1.117 -1.099
25 C -2.760 -4.439 -1.736
26 C -3.057 -6.590 -0.221
27 C 0.130 -4.618 -0.128
28 C -0.484 5.667 -0.978
29 C -3.832 -1.280 4.047
30 C -0.266 -1.185 -3.554
31 C 6.210 1.859 1.339
32 C 0.480 6.225 0.046
33 C -3.167 -4.977 -0.268
34 C -4.573 -4.524 0.107
35 C 6.021 0.649 0.282
36 C -0.509 -4.339 2.364
37 C -1.408 -0.146 -3.449
38 C -4.194 -0.638 2.736
39 C -1.751 6.549 -1.177
40 C 6.980 -0.566 0.554
41 C -1.624 -7.274 0.091
42 C 0.329 5.629 -2.394
43 C 4.013 1.368 -1.764
44 H -3.033 3.643 1.908
45 H -1.684 -6.765 2.072
46 H -2.305 -0.632 -3.066
47 H -3.351 -6.884 -1.228
48 H -1.648 -1.645 -0.065
49 H 4.118 0.442 -2.330
50 H -1.333 -4.084 3.031
51 H 1.240 5.038 -2.296
52 H -2.822 0.356 1.657
53 H 6.815 -1.128 1.473
54 H 3.527 2.102 1.540
55 H -1.713 -4.544 -2.019
56 H 0.770 -0.864 -3.658
57 H 0.166 -4.961 2.952
58 H -5.263 -0.426 2.729
59 H -1.494 0.832 -1.758
60 H -1.371 1.908 1.731
61 H 5.504 2.993 -1.295
62 H -3.809 -0.330 -1.229
63 H -4.688 -1.032 4.675
64 H -3.061 -0.641 4.478
65 H -3.377 3.893 0.308
66 H 2.246 2.477 0.561
67 H -2.883 -3.368 -1.899
68 H 5.881 2.813 0.928
69 H 0.077 -3.435 2.200
70 H -2.462 6.450 -0.356
71 H -0.779 6.462 1.854
72 H -3.889 -7.057 0.306
73 H -2.299 6.352 -2.099
74 H 0.213 -5.080 -1.112
75 H -1.810 1.722 0.138
76 H 8.014 -0.226 0.505
77 H -4.012 -1.479 2.067
78 H -0.786 -0.871 -1.039
79 H -0.137 5.024 -3.172
80 H 1.436 0.608 -1.072
81 H 1.796 -0.153 0.385
82 H -0.068 1.777 0.657
83 H 5.786 1.861 2.343
84 H 5.774 2.374 -2.804
85 H -2.672 -2.767 1.490
86 H -4.592 0.886 -1.676
87 H -0.226 -1.754 -4.482
88 H 2.406 -0.933 -0.917
89 H 1.109 -4.563 0.348
90 H -3.383 -4.960 -2.463
91 H -4.939 -3.743 -0.559
92 H -4.748 -4.332 1.166
93 H 0.450 7.314 0.042
94 H -0.942 -6.975 -0.704
95 H -1.814 -8.328 0.294
96 H -1.586 0.272 -4.440
97 H 3.227 1.920 -2.279
98 H -0.603 4.344 2.669
99 H -3.099 -2.757 4.819
100 H -0.132 -3.616 -0.467
101 H 7.292 1.826 1.464
102 H 0.214 -2.827 -2.607
103 H -2.675 5.199 1.299
104 H 6.781 0.278 -1.745
105 H 0.472 6.666 -2.700
106 H -5.253 -5.333 -0.160
107 H -1.023 2.904 -1.972
108 H 1.472 5.785 -0.048
109 H -0.008 -6.932 1.575
110 H 0.973 6.169 2.048
111 H 4.018 -1.285 1.286
112 H 6.877 -1.236 -0.300
113 H 7.442 1.663 -0.889
114 H 0.741 3.834 1.590
115 H -1.495 7.579 -1.422
116 H 3.835 3.117 0.182

Here are the Löwdin charges for atoms 1 to 8, given in e: -0.062, -0.111, 0.110, -0.022, -0.036, -0.046, -0.040, -0.034

=====

Which formula does entry 3 have? C31H73N3O9